Record 1
19
Properties=species:S:1:pos:R:3 method="wB97M-V/def2-TZVPD" relative_energy_kj_mol=56.9 largest_force_ev_per_a=1.8
C 2.3788 0.4441 0.5728
C 1.5417 -0.0810 -0.5838
C 1.9389 -1.4836 -1.0050
H 3.2761 -0.1144 0.8491
H 1.8205 0.5977 1.5033
H 2.6905 1.4787 0.3931
H 0.5117 -0.1242 -0.1917
H 1.4681 0.6423 -1.3960
H 1.8555 -2.1593 -0.1394
H 1.3782 -1.9536 -1.8047
H 3.0116 -1.5443 -1.1972
C -3.1746 0.0591 -0.0638
C -2.3970 0.9956 0.8656
H -3.7660 -0.6383 0.5123
H -3.7349 0.6774 -0.7646
H -2.4652 -0.5554 -0.6161
H -1.3878 1.1019 0.4459
H -2.2365 0.6231 1.8710
H -2.7094 2.0342 0.7489

=====

Record 2
19
Properties=species:S:1:pos:R:3 method="wB97M-V/def2-TZVPD" relative_energy_kj_mol=52.6 largest_force_ev_per_a=2.0
C -1.0568 2.3164 0.3486
C -2.0139 1.1394 0.0180
C -1.2122 -0.1238 -0.1539
H -1.6281 3.0933 0.8694
H -0.3223 1.9981 1.0883
H -0.5886 2.8335 -0.4867
H -2.7369 1.1907 0.8303
H -2.5306 1.4559 -0.8893
H -0.8244 -0.5928 0.7434
H -1.6419 -0.8562 -0.8445
H -0.2765 0.0750 -0.6945
C 2.0689 -1.7070 -0.8013
C 1.7140 -1.4038 0.6657
H 1.9600 -2.7780 -0.9680
H 1.3343 -1.2618 -1.4762
H 3.0295 -1.3208 -1.1359
H 0.7122 -1.7957 0.7902
H 2.3948 -1.9372 1.3209
H 1.6184 -0.3253 0.7753

=====

Record 3
19
Properties=species:S:1:pos:R:3 method="wB97M-V/def2-TZVPD" relative_energy_kj_mol=145.3 largest_force_ev_per_a=4.1
C -0.5824 0.6481 1.9663
C -0.5997 1.4654 0.7035
C 0.8835 1.7996 0.4352
H -0.4496 -0.3892 1.8077
H -1.5046 0.8147 2.5799
H 0.0064 1.0765 2.6802
H -1.0742 0.7988 -0.1621
H -1.2228 2.2977 0.6845
H 1.0918 2.7814 -0.1004
H 1.5022 1.8678 1.4674
H 1.1609 1.0591 -0.3050
C 0.0218 -1.3627 -2.1527
C 0.1194 -2.1853 -0.8204
H 0.9277 -0.5934 -2.0420
H 0.1058 -1.9471 -3.0750
H -0.9500 -0.7905 -2.2673
H -0.7550 -2.7744 -0.5608
H 0.8926 -2.9908 -0.8729
H 0.4262 -1.5757 0.0340

=====

Record 4
19
Properties=species:S:1:pos:R:3 method="wB97M-V/def2-TZVPD" relative_energy_kj_mol=61.6 largest_force_ev_per_a=2.4
C -0.6896 1.4008 -1.2254
C -1.2576 1.2834 0.1566
C -2.4966 0.3743 0.2199
H 0.0386 2.2011 -1.4081
H -1.4405 1.7214 -1.9604
H -0.2231 0.5653 -1.7483
H -0.5409 0.9861 0.9249
H -1.6488 2.2171 0.5695
H -2.3254 -0.6420 0.5907
H -3.2724 0.7908 0.8645
H -2.9815 0.1973 -0.7432
C 1.5724 -1.7907 0.9346
C 2.5693 -1.0463 0.0853
H 0.6169 -1.5642 0.4730
H 1.7934 -2.8543 0.9769
H 1.6319 -1.3970 1.9487
H 2.6750 0.0153 0.3263
H 2.3625 -1.0976 -0.9965
H 3.6164 -1.3607 0.0111

=====

Record 5
19
Properties=species:S:1:pos:R:3 method="wB97M-V/def2-TZVPD" relative_energy_kj_mol=21.2 largest_force_ev_per_a=0.9
C 1.3976 -0.2448 0.1119
C 2.0865 -0.9614 -1.0456
C 2.0239 -0.1292 -2.3182
H 0.3850 0.0694 -0.1272
H 1.9501 0.6739 0.3445
H 1.4024 -0.7773 1.0638
H 3.1374 -1.0398 -0.7468
H 1.7435 -1.9805 -1.2094
H 1.0183 0.2355 -2.5386
H 2.6052 0.7921 -2.2117
H 2.4777 -0.6717 -3.1441
C -2.7679 0.2142 2.1422
C -2.2833 0.8261 0.8191
H -3.7130 -0.3239 2.0298
H -2.0561 -0.5412 2.4744
H -2.9387 0.9744 2.9023
H -1.2001 0.8108 0.7776
H -2.6210 1.8514 0.6895
H -2.6475 0.2218 -0.0136

=====

Record 6
19
Properties=species:S:1:pos:R:3 method="wB97M-V/def2-TZVPD" relative_energy_kj_mol=130.6 largest_force_ev_per_a=3.6
C -0.9376 -0.7220 -0.4425
C -1.3413 0.3527 -1.4233
C -2.5908 1.1442 -1.0995
H -1.8011 -1.2412 -0.0246
H -0.2768 -0.2019 0.2691
H -0.2899 -1.4443 -1.0137
H -0.5696 1.0173 -1.8510
H -1.4041 -0.0463 -2.4258
H -3.4587 0.6030 -0.7151
H -2.2819 1.7852 -0.2728
H -2.8568 1.6910 -2.0249
C 2.5224 -0.8929 0.8350
C 2.0525 0.2032 1.8625
H 3.1474 -1.4828 1.5207
H 1.5594 -1.4847 0.7421
H 3.1089 -0.6495 -0.0289
H 1.4017 0.8675 1.2845
H 2.7535 0.8209 2.3910
H 1.2627 -0.3193 2.4172

=====

Record 7
19
Properties=species:S:1:pos:R:3 method="wB97M-V/def2-TZVPD" relative_energy_kj_mol=53.4 largest_force_ev_per_a=2.3
C 2.3154 -1.5076 0.9457
C 0.8629 -1.0651 1.1782
C -0.1762 -2.1711 0.9582
H 2.2577 -2.2651 0.1651
H 2.8118 -1.8635 1.8415
H 2.9376 -0.6938 0.5627
H 0.8352 -0.6837 2.2004
H 0.4991 -0.2808 0.5150
H -1.1097 -1.6842 0.6678
H -0.0045 -2.8755 0.1378
H -0.3537 -2.8295 1.8130
C -0.7094 2.4784 -1.5773
C -2.0277 1.9111 -1.1586
H -0.4343 3.4194 -1.0923
H 0.1505 1.8186 -1.3897
H -0.5423 2.7100 -2.6328
H -2.7192 2.7692 -1.1420
H -2.0388 1.5466 -0.1332
H -2.5544 1.2666 -1.8595

=====

Record 8
19
Properties=species:S:1:pos:R:3 method="wB97M-V/def2-TZVPD" relative_energy_kj_mol=164.3 largest_force_ev_per_a=4.1
C 1.4500 -0.4769 1.1024
C 1.3162 -0.6779 -0.3946
C 2.3281 0.1565 -1.3110
H 1.4285 -1.3479 1.8600
H 2.4096 -0.1358 1.3713
H 0.8202 0.3937 1.5028
H 1.3169 -1.8636 -0.5907
H 0.3356 -0.3012 -0.6455
H 2.9448 -0.4612 -1.9079
H 1.7798 0.8782 -2.0040
H 2.9825 0.9084 -0.7599
C -3.0453 0.9031 0.3069
C -1.8731 -0.0682 0.1923
H -2.9985 1.5477 1.2018
H -3.1274 1.6501 -0.5305
H -3.9775 0.4244 0.5144
H -1.0273 0.4700 -0.0804
H -1.8593 -0.2975 1.1683
H -2.0839 -0.8851 -0.4757

=====

Record 9
19
Properties=species:S:1:pos:R:3 method="wB97M-V/def2-TZVPD" relative_energy_kj_mol=83.7 largest_force_ev_per_a=3.2
C 0.3524 -1.4804 1.0515
C -0.9118 -1.0626 0.4223
C -1.6421 -2.1876 -0.3013
H 0.9957 -2.1809 0.5126
H 0.9505 -0.7700 1.6307
H 0.0764 -2.2487 1.8236
H -0.9233 -0.2071 -0.2845
H -1.6168 -0.5265 1.0842
H -1.1141 -2.5628 -1.1960
H -2.5946 -1.8105 -0.7003
H -1.8783 -3.0597 0.3123
C 1.2914 1.6330 -0.3328
C 0.7390 2.9855 -0.7866
H 1.9610 1.7969 0.5302
H 0.6429 0.7921 -0.0291
H 1.8737 1.1102 -1.0822
H 0.1733 2.9010 -1.7222
H 1.6339 3.5963 -0.8768
H -0.0092 3.2816 -0.0556

=====

Record 10
19
Properties=species:S:1:pos:R:3 method="wB97M-V/def2-TZVPD" relative_energy_kj_mol=113.5 largest_force_ev_per_a=3.2
C 1.6718 -2.6058 -0.4118
C 0.5880 -1.5830 -0.0813
C 0.4624 -0.8282 1.2360
H 2.6522 -2.6126 0.0387
H 1.7921 -2.6501 -1.5018
H 1.1575 -3.5558 -0.3190
H 0.5382 -0.9111 -0.9322
H -0.3586 -2.1409 -0.2264
H -0.3947 -1.1015 1.9186
H 1.3991 -0.8312 1.7824
H 0.1385 0.1949 1.1867
C -0.8622 2.9165 -0.2983
C -1.5291 1.6034 -0.3970
H -1.5312 3.7874 -0.2041
H -0.2688 3.1418 0.5890
H -0.1435 3.2232 -1.0705
H -2.2111 1.5890 -1.2541
H -2.2703 1.5853 0.4090
H -0.8301 0.7787 -0.4639